DFT (ωB97M-V with the def2-TZVPD basis set) results for a gas-phase ion, C4H12NOS (charge +1).

The geometry in ORCA input format:
```
! RIJCOSX wB97M-V def2-TZVPD def2/J DEFGRID3
* xyz 1 1
S 3.0272 -0.0749 0.4939
O 1.1556 1.7444 -0.3097
N 0.3359 -0.4889 0.1981
C -2.0990 0.5797 0.2255
C 0.1090 -1.0338 -1.1254
C 1.4066 0.6720 0.4476
C -0.9781 -0.1535 0.9521
H 2.9996 -0.2866 -0.8181
H -0.1306 -0.2492 -1.9568
H -1.6883 1.3601 -0.2921
H 1.0571 0.9882 1.5288
H 0.7700 -1.2773 0.8537
H 1.4997 1.5960 -1.2344
H -2.7830 0.9247 1.0559
H -0.7971 0.3315 1.9172
H 0.9608 -1.6116 -1.4874
H -2.7420 -0.0358 -0.4311
H -0.7504 -1.7595 -1.2340
H -1.3530 -1.2255 1.2161
*
```

Computed properties:
Largest force on an atom, eV Å⁻¹: 3.68
SMILES: CC[N@@H+](C)[C@H](O)S
Frontier orbital gap, Eh: 0.407